Formula: C23H39Ge2NO4SSeTl
Source: the Open Molecules 2025 dataset
Level of theory: wB97M-V/def2-TZVPD

Results
charge	+3
molar mass	854.20	Da
LUMO energy (spin up / spin down)	-10.21 / -12.51	eV

Each line ends with the Löwdin charge.
CARTESIAN COORDINATES (ANGSTROEM)
Tl (-0.068, 0.736, -1.419)  1.0355
C (1.962, -0.682, 1.951)  -0.0845
O (1.413, 0.472, 1.321)  -0.3797
C (2.235, 1.617, 1.573)  -0.1412
C (1.646, 2.869, 0.922)  -0.1492
O (1.410, 2.766, -0.470)  -0.2823
C (2.512, 3.003, -1.341)  -0.1427
C (3.411, 1.779, -1.580)  -0.1682
O (2.599, 0.616, -1.659)  -0.3641
C (3.329, -0.557, -1.963)  -0.0674
H (1.953, -0.571, 3.039)  0.1156
H (1.352, -1.534, 1.657)  0.0529
H (2.992, -0.832, 1.622)  0.1041
H (2.318, 1.784, 2.654)  0.1513
H (3.236, 1.411, 1.179)  0.1302
H (0.661, 3.071, 1.357)  0.1144
H (2.316, 3.706, 1.142)  0.1508
H (2.052, 3.308, -2.282)  0.1359
H (3.125, 3.826, -0.961)  0.1468
H (3.960, 1.923, -2.517)  0.1474
H (4.150, 1.659, -0.778)  0.1300
H (3.783, -0.495, -2.957)  0.1122
H (4.116, -0.730, -1.220)  0.1062
H (2.612, -1.382, -1.936)  0.0660
C (2.438, -7.244, -0.314)  -0.1862
Ge (2.027, -5.455, 0.418)  0.9403
C (0.697, -5.399, 1.895)  -0.2051
C (3.534, -4.171, 0.607)  -0.1928
C (0.989, -4.494, -1.322)  -0.5048
Se (0.098, -2.953, -0.834)  1.0735
C (-1.676, -3.663, -0.631)  -0.2916
H (3.018, -7.772, 0.442)  0.0382
H (3.037, -7.182, -1.220)  0.0361
H (1.534, -7.819, -0.508)  0.0357
H (1.180, -5.803, 2.783)  0.0340
H (-0.161, -6.034, 1.683)  0.0292
H (0.359, -4.390, 2.123)  0.0103
H (4.074, -4.399, 1.522)  0.0350
H (3.181, -3.145, 0.657)  -0.0128
H (4.229, -4.275, -0.223)  0.0341
H (0.359, -5.283, -1.710)  0.0389
H (1.852, -4.289, -1.941)  0.0256
H (-1.659, -4.517, 0.041)  0.0473
H (-2.049, -3.978, -1.604)  0.0569
H (-2.311, -2.886, -0.220)  0.0286
Ge (-2.671, 2.714, 1.227)  0.9470
C (-4.383, 1.906, 0.549)  -0.1979
C (-4.578, 1.616, -0.786)  -0.0181
C (-5.711, 0.913, -1.170)  0.0169
C (-6.644, 0.551, -0.213)  0.0616
C (-6.436, 0.836, 1.124)  0.0330
C (-5.306, 1.544, 1.515)  -0.0397
C (-1.849, 4.181, 0.143)  -0.3157
C (-1.383, 5.301, 0.812)  -0.1094
C (-0.742, 6.300, 0.090)  -0.0422
C (-0.610, 6.180, -1.281)  -0.0420
C (-1.085, 5.061, -1.945)  -0.0564
C (-1.716, 4.056, -1.228)  -0.1461
H (-2.728, 2.972, 2.727)  0.0153
H (-3.872, 1.940, -1.535)  0.1089
H (-5.873, 0.684, -2.212)  0.1367
H (-7.570, 0.081, -0.521)  0.1529
H (-7.155, 0.538, 1.875)  0.1432
H (-5.162, 1.809, 2.553)  0.1193
H (-1.506, 5.407, 1.882)  0.1071
H (-0.371, 7.170, 0.610)  0.1225
H (-0.164, 6.986, -1.844)  0.1230
H (-0.999, 4.976, -3.018)  0.1192
H (-2.124, 3.196, -1.748)  0.0658
O (-0.769, -0.986, 0.761)  -0.6943
S (-0.889, 0.151, 1.692)  0.9022
N (-1.529, 1.304, 0.963)  -0.5033